# 1
Formula: C28H51AuN4SbSi3
Source: OMol25
Level of theory: ωB97M-V/def2-TZVPD

The frontier orbital gap comes out at 6.92 eV. As for the largest force on an atom: 0.008 Eh/bohr. As for the charge: +1. As for the HOMO energy: -9.71 eV. Its total energy is -69681.7658 eV.

Structure (XYZ):
```
88
Properties=species:S:1:pos:R:3:forces:R:3
Au 0.06681 -0.60583 2.74688 0.1 -0.3 0.0
Sb -0.24905 -0.84041 -0.60659 -0.1 -0.2 -0.1
Si -3.10032 1.11132 -1.79206 0.0 -0.1 -0.1
Si -0.08233 1.59764 -2.76429 0.0 0.0 -0.1
Si 0.01164 -3.48949 1.60460 0.2 0.0 0.2
N -2.74242 -0.99329 2.53510 0.0 0.3 0.2
N 5.59426 0.84750 0.63231 0.4 0.0 -0.1
N 3.26149 0.59112 1.49094 -0.1 0.0 0.1
N -0.43355 1.58098 0.90177 0.1 -0.1 0.1
C -0.97433 2.06532 -0.21012 -0.2 0.1 -0.1
C -1.00090 4.27439 0.74411 0.0 0.0 0.0
C -4.12176 0.24625 -0.48873 0.2 0.0 -0.2
C -0.44316 -4.03708 3.34722 0.1 0.1 -0.3
C -0.19884 2.39319 1.92599 0.1 0.2 0.0
C -1.44298 -2.13175 -1.86779 0.1 0.2 0.1
C -3.11597 -2.85207 1.10439 0.0 0.1 0.0
C -4.42997 -2.93709 1.51721 -0.1 0.1 0.0
C 4.19582 0.28759 2.55737 0.1 -0.1 0.2
C -2.28226 -1.86946 1.64665 0.1 -0.2 -0.2
C -0.83810 -1.81124 1.29806 0.2 0.1 -0.3
C -1.23627 1.09051 -1.30879 0.0 -0.1 -0.2
C 3.45583 1.95304 1.03232 -0.1 0.2 0.0
C -0.46702 3.74489 1.91281 0.0 0.0 0.1
C 1.88891 -3.32020 1.49250 -0.3 -0.1 -0.1
C 4.95206 -0.32508 -0.03862 0.0 -0.2 -0.2
C 1.58174 2.14482 -2.04355 -0.2 -0.2 0.0
C 4.81873 2.08540 0.31751 -0.1 0.3 -0.1
C 0.29177 0.20191 -3.96900 -0.1 0.2 0.3
C -4.89787 -2.02486 2.45006 0.0 0.0 0.0
C -3.37862 0.34506 -3.49113 0.0 0.2 0.3
C -0.39084 -4.94375 0.46424 0.0 0.3 0.1
C -4.00852 -1.07060 2.91385 -0.3 0.0 0.1
C -1.25141 3.43621 -0.31858 0.1 0.0 0.0
C -3.86050 2.83986 -1.90345 0.1 -0.3 0.1
C 3.46672 -0.32645 0.38645 -0.1 -0.2 -0.3
C -0.72187 3.04225 -3.79144 0.2 -0.2 0.2
C 5.63629 0.63241 2.11290 0.1 0.0 0.2
H -5.07914 -3.70299 1.11637 0.0 0.0 0.0
H 5.49041 -1.21423 0.28960 0.0 0.0 0.0
H 0.98232 0.58336 -4.71892 0.1 0.1 -0.1
H -0.59321 -0.14520 -4.48962 -0.2 -0.1 -0.1
H -3.91448 0.65606 0.49595 0.1 0.1 0.2
H -3.36258 3.51578 -2.58605 0.1 0.2 -0.2
H 2.24358 -2.53128 2.14629 0.1 0.2 0.2
H 2.21488 -3.12239 0.47331 0.0 0.0 -0.2
H 0.04644 -3.41766 4.09347 0.1 0.1 0.1
H -1.11180 -3.15372 -1.73033 0.1 -0.2 0.0
H 0.76423 -0.65297 -3.49191 0.1 -0.1 0.1
H 0.23443 1.92053 2.79987 0.1 0.0 0.2
H -1.65504 3.83017 -1.23307 -0.1 0.1 -0.1
H 5.08855 -0.20489 -1.11431 0.0 0.0 0.1
H -1.22542 5.33047 0.67004 0.0 0.0 0.0
H -3.92389 -0.82009 -0.44942 0.0 -0.2 0.1
H -0.15305 -5.07172 3.51716 0.1 -0.2 0.0
H -2.97381 0.96835 -4.28224 0.1 0.1 -0.2
H 2.34693 -4.25359 1.80892 0.1 -0.2 0.0
H 1.45509 2.88376 -1.25665 -0.1 0.1 0.1
H -2.49671 -2.07016 -1.61960 -0.2 0.0 0.0
H -4.87771 2.70843 -2.26875 -0.1 -0.1 -0.1
H 3.16242 -1.32603 0.68735 0.1 0.1 -0.1
H -1.51490 -3.96260 3.51049 -0.2 0.0 0.0
H -0.59561 3.99648 -3.28707 0.0 0.1 0.1
H -2.73108 -3.53548 0.37101 0.1 -0.2 -0.2
H -5.18237 0.38028 -0.69038 -0.1 0.0 -0.1
H 2.11081 1.28431 -1.63331 0.0 0.0 0.0
H 4.71799 2.12701 -0.76843 0.0 0.0 0.1
H 6.35256 -0.16391 2.31447 0.0 0.0 0.0
H 5.40258 2.94093 0.65684 0.0 0.0 0.0
H 2.81499 -0.02692 -0.43804 0.1 -0.1 0.2
H 2.65131 2.21828 0.34815 0.1 0.0 0.1
H -0.27535 4.35992 2.77946 0.0 0.0 0.0
H -2.96379 -0.64516 -3.60175 0.1 -0.3 0.0
H 4.10724 -0.77147 2.80089 0.0 0.0 0.0
H 2.20036 2.58525 -2.81926 0.1 0.1 -0.2
H -3.93059 3.32580 -0.93502 0.0 0.0 0.2
H 6.00308 1.55846 2.55544 0.0 0.0 0.0
H 3.40358 2.62243 1.89081 0.0 0.0 0.0
H 0.31116 -5.74705 0.69343 0.0 0.0 0.1
H -0.15287 3.08473 -4.71920 0.1 0.0 -0.1
H -1.39016 -5.33735 0.62579 -0.2 0.0 0.0
H -4.32658 -0.32787 3.63396 -0.1 0.0 0.1
H -4.44988 0.27041 -3.66266 -0.2 0.0 0.0
H -0.28147 -4.71822 -0.59252 0.0 0.0 -0.2
H 3.93811 0.86031 3.44813 0.0 0.0 0.0
H -1.76391 2.94083 -4.06174 -0.3 0.0 -0.1
H -5.91540 -2.05013 2.80737 -0.1 0.0 0.0
H -1.30399 -1.86435 -2.90828 0.0 0.1 -0.2
H 6.54851 0.95206 0.28290 -0.2 0.0 0.1
```
Positions in Å, forces in eV/Å.


# 2
Formula: C28H52AlNO12P
Source: OMol25
Level of theory: ωB97M-V/def2-TZVPD

The frontier orbital gap comes out at 6.72 eV. As for the largest force on an atom: 0.195 Eh/bohr. As for the charge: -1. As for the HOMO energy: -5.02 eV. Its total energy is -71818.0209 eV.

Structure (XYZ):
```
95
Properties=species:S:1:pos:R:3:forces:R:3
P 0.16561 -5.58676 0.20820 2.2 -3.0 0.0
Al 1.76152 -4.45773 1.54533 0.0 1.7 0.5
O 0.73459 -7.02684 -0.10967 -1.4 2.3 0.4
O 3.33741 -13.49465 5.03976 -0.3 2.5 -0.3
O 2.89842 1.28732 -3.50335 -0.4 0.4 0.7
O 1.42602 2.49076 -2.23143 2.7 -1.0 -0.8
O 4.03845 -7.34704 2.42415 -7.6 4.7 3.2
O -6.57591 6.12015 2.43824 0.5 -0.2 -0.7
O 3.56425 2.10908 -1.51445 -0.8 0.2 -0.6
O -5.71194 5.52155 0.40619 0.2 0.2 2.8
O 2.78563 -11.41622 5.81914 0.2 -1.0 -0.5
O -4.50845 5.23239 2.32967 -0.9 0.3 -0.5
O 4.56457 -3.52379 1.13393 0.6 1.2 -2.0
O 3.49966 -11.65052 3.69557 -0.1 -0.9 1.0
N 2.19315 -5.49184 3.13201 5.3 -8.2 -2.3
C 0.58799 2.02301 0.45337 -0.9 -1.1 1.8
C -2.49141 5.83613 -6.58790 -0.3 0.4 -0.5
C -3.82060 5.18690 -4.39595 -0.5 -0.6 1.1
C 3.40372 -4.01803 0.37512 0.4 -1.3 -1.6
C 3.02179 -10.32506 3.82884 -0.1 1.1 -0.9
C -3.49367 3.14509 -2.08483 0.1 -0.2 0.1
C -6.16973 5.85064 3.76690 -0.6 0.1 0.9
C 6.02898 -3.62145 -1.04316 0.5 0.1 -0.2
C -3.88196 6.11504 -5.74563 1.6 0.7 1.2
C -4.89936 3.10395 -2.92705 -0.4 0.7 0.0
C 1.70082 -1.41670 2.25696 -1.1 0.1 -0.3
C -5.60828 5.61614 1.61779 -0.2 -0.2 -2.7
C 0.47607 0.85875 1.64848 0.8 0.0 -2.3
C 2.53196 2.00542 -2.40175 -2.5 1.0 0.3
C 3.00124 -10.11450 5.30810 0.0 1.1 0.4
C 0.76427 -2.76510 2.23388 0.1 0.1 1.0
C -4.82523 3.89166 -4.39344 -0.2 0.2 -0.2
C 2.98511 -6.57900 2.81950 2.4 3.6 -1.3
C 4.29911 1.10051 -3.42507 0.6 -0.4 -0.8
C -4.68682 5.70776 3.65040 0.8 0.0 0.8
C 4.58248 1.23550 -1.96409 0.9 -0.4 0.6
C 5.52376 -2.80181 0.28380 1.2 0.1 0.2
C -2.72949 3.12445 0.56713 -0.9 0.9 -0.2
C 3.21788 -12.29325 4.86645 0.3 -2.1 0.1
C 1.22548 -0.48248 0.98988 -0.2 0.7 1.5
C -0.02572 3.40433 1.08828 0.3 0.5 -2.1
C -1.31571 3.82705 0.12467 1.0 0.8 0.8
C -3.51158 2.33522 -0.65898 -0.9 -0.1 0.7
H -4.49184 3.16570 -5.25478 -0.6 1.3 1.7
H 2.02330 -10.26288 3.38360 0.1 0.0 0.0
H 0.79196 4.24597 0.92719 -1.7 -1.6 0.5
H 6.49448 -2.61846 0.95285 -2.1 -0.5 -1.3
H -4.65404 2.27339 -0.32709 2.3 0.0 -0.6
H -2.14770 6.84472 -7.12395 -0.8 -2.4 0.8
H -0.22135 -2.63139 1.60711 1.8 0.1 1.2
H 4.49240 0.28314 -1.43098 0.0 0.1 -0.1
H 0.10372 -4.83923 -1.02420 -0.9 -0.1 0.4
H -4.08193 5.81198 -3.41524 0.5 -1.2 -2.2
H 3.95607 -9.73815 5.69016 -0.1 0.0 0.0
H -6.65361 4.92804 4.10418 0.1 0.1 0.0
H 3.68374 -9.62105 3.31716 -0.1 -0.2 0.0
H -6.45823 6.66776 4.43376 -0.1 -0.1 -0.2
H 5.14864 -1.70883 -0.00370 0.4 -2.3 0.4
H 1.70467 2.11084 0.07385 -2.6 -0.1 1.1
H 2.15248 -0.17992 0.33427 -1.8 -0.3 1.2
H -2.65908 2.65381 -2.75021 -1.4 1.3 1.2
H 5.57138 1.65960 -1.76947 -0.3 0.0 0.1
H -3.80927 7.24683 -5.37214 -0.4 -2.4 -0.9
H -1.57774 5.51629 -5.91471 -2.1 0.6 -1.2
H 1.49210 -0.81051 3.26265 0.5 -1.2 -2.2
H -2.71491 4.96836 -7.34688 0.7 1.8 1.3
H -3.26740 4.28433 -1.81553 -0.3 -2.5 -0.8
H 0.99932 1.22659 2.63695 -1.1 -0.8 -2.0
H -3.12197 1.22359 -0.73727 -0.7 2.3 -0.1
H -5.70352 3.70121 -2.29214 1.6 -1.4 -1.2
H -4.27877 4.99901 4.37623 0.0 0.0 -0.3
H -1.11900 -5.61763 0.91175 0.3 0.3 -1.0
H 3.14568 -3.32008 -0.55345 0.5 -1.1 1.9
H -1.38582 5.01566 0.20905 -0.2 -2.5 -0.3
H -5.30551 2.00335 -3.10993 1.0 2.3 0.5
H -2.72410 4.76670 -4.21943 -2.3 1.1 -0.5
H -2.62833 2.44045 1.53982 0.0 1.3 -2.3
H -0.97337 3.59634 -0.97611 -0.9 0.3 2.2
H 0.44678 -2.98742 3.33793 0.3 0.3 -1.9
H 2.85424 -1.61928 2.23008 -2.2 0.1 -0.1
H -0.66696 0.60725 1.80937 2.4 0.6 0.0
H -4.86202 6.01013 -6.37911 2.0 0.0 1.2
H -5.92647 4.26615 -4.66119 2.3 -0.8 0.5
H 4.79290 1.87574 -4.02028 0.0 0.0 0.0
H 5.17033 -3.86648 -1.81884 1.7 0.4 1.9
H -0.29382 3.34841 2.22708 0.4 -0.1 -2.2
H -4.16503 6.66484 3.75536 -0.1 -0.1 0.0
H 6.81455 -2.95291 -1.63077 -1.6 -1.3 1.3
H 3.74725 -5.05117 -0.11327 -0.7 2.0 0.7
H -3.46206 4.00935 0.89088 1.8 -2.1 -0.8
H 2.20157 -9.43752 5.62099 0.1 -0.2 0.1
H 4.58166 0.11884 -3.81510 -0.2 0.2 0.0
H 0.41138 -0.98699 0.30915 1.8 0.7 1.3
H 6.61016 -4.60564 -0.70386 -1.5 2.1 -0.8
H -0.10102 1.60512 -0.42680 1.6 1.2 1.8
```
Positions in Å, forces in eV/Å.


# 3
Formula: C28H52Cl22O6
Source: OMol25
Level of theory: ωB97M-V/def2-TZVPD

The frontier orbital gap comes out at 10.28 eV. As for the largest force on an atom: 0.045 Eh/bohr. As for the HOMO energy: -10.19 eV. Its total energy is -317658.8961 eV. As for the energy relative to the best compared isomer or geometry (same formula, charge and spin): 0.0119 eV.

Structure (XYZ):
```
108
Properties=species:S:1:pos:R:3:forces:R:3
Cl 2.90167 -3.87371 -5.90681 0.0 0.0 0.0
Cl -0.18961 5.39312 0.47002 0.0 0.0 0.0
Cl 10.01692 4.07395 0.57094 0.0 0.0 0.0
Cl -6.77124 -8.57522 0.34514 0.0 0.0 0.0
Cl -3.03061 -5.57166 3.48243 0.0 0.0 0.0
Cl 2.43378 7.54374 0.10105 0.0 0.1 0.1
Cl 8.26003 2.42271 -1.82887 0.1 0.1 -0.2
Cl -1.77587 -8.37332 2.09343 0.1 -0.1 0.1
Cl -1.06910 -2.02584 0.47512 0.1 -0.2 0.1
Cl -0.02329 1.13222 0.46219 0.2 0.0 0.1
Cl -8.80336 2.24621 3.51180 0.1 0.0 -0.1
Cl 6.10380 0.82285 2.31892 0.0 0.0 -0.1
Cl -6.82574 -5.19267 0.75125 0.0 0.0 0.0
Cl 0.47872 -5.06791 -1.45976 0.0 0.0 0.0
Cl 4.31408 -1.10109 -4.51342 0.0 0.0 0.0
Cl -2.87042 -4.82755 -1.01659 -0.1 0.0 -0.1
Cl -9.78561 5.33750 4.57473 0.0 0.0 0.0
Cl 5.57144 6.83501 -0.99062 0.0 0.0 0.0
Cl 3.73506 -2.96690 -1.01621 0.0 0.0 0.2
Cl 1.92903 4.71197 -2.13309 0.0 0.0 0.0
Cl 4.54153 2.25216 -0.35483 0.0 0.1 -0.1
Cl 3.25248 -1.61815 2.08307 0.0 -0.1 0.1
O -3.35337 0.97639 2.63107 -0.5 0.2 0.7
O -4.68972 -1.84032 -2.33998 0.0 -0.3 -0.1
O -5.26429 2.11217 2.87828 0.0 -0.2 0.0
O -2.62539 1.13042 -2.03804 -0.1 0.0 -0.1
O -3.12075 1.69924 0.03164 -0.6 -0.1 -0.1
O -3.41158 3.20356 -1.61280 -0.4 0.3 -0.2
C 5.88162 2.93888 0.59959 0.0 0.1 0.0
C -0.63445 4.95972 -1.20624 -0.2 0.0 0.0
C 9.72626 3.40971 -2.06221 0.0 0.0 -0.1
C 0.33215 3.98479 -1.82159 0.0 -0.1 0.0
C -3.51676 -1.05873 -2.42005 0.1 0.4 0.6
C 3.29766 -0.74556 0.52379 0.0 0.0 0.0
C -3.09520 2.11100 -1.25638 0.4 -0.6 0.3
C -1.94242 -6.74184 4.27233 0.0 0.0 0.0
C -7.77517 3.51658 4.23711 0.1 0.0 0.0
C 4.84471 -2.79295 -4.31396 0.1 0.0 0.0
C 6.84135 1.88555 1.07635 0.0 -0.1 0.3
C -4.01892 2.44014 0.85545 0.1 0.1 -0.3
C -6.40500 -6.08879 -0.73198 0.0 0.1 -0.1
C -3.65540 0.39778 -2.76173 -0.1 -0.3 -0.1
C -4.04378 -1.53687 -1.11156 1.5 1.1 -1.4
C -0.96273 -7.32513 3.28866 0.1 0.0 0.0
C -8.50364 4.32015 5.28085 0.0 0.0 0.1
C -0.51392 -1.12953 1.91438 0.2 0.3 0.0
C -4.14153 1.74187 2.18759 -0.6 0.2 -0.2
C 4.63160 -3.61231 -5.55926 0.1 0.0 0.0
C 2.71619 -1.55720 -0.60099 -0.1 0.1 -0.1
C -0.49365 -5.85763 -0.19047 0.0 0.0 0.1
C -7.20774 -7.35383 -0.88049 0.0 0.0 -0.1
C 10.67460 3.30387 -0.89855 0.1 0.0 0.0
C 3.82054 8.65797 0.06271 0.0 0.0 0.0
C -1.86010 -6.25987 -0.67807 0.0 0.0 0.0
C 4.71843 8.39858 -1.12056 0.0 0.1 0.0
C -0.89207 0.32605 1.80612 0.2 -0.3 -0.2
H -5.33858 -6.29369 -0.70657 0.0 0.0 0.1
H 0.48004 3.12318 -1.17475 0.0 0.1 0.0
H -6.92444 3.00906 4.68697 0.0 0.0 0.0
H -2.37107 -6.83468 0.09106 0.0 0.1 0.0
H -0.69244 5.87835 -1.78417 0.1 0.0 0.0
H -3.50317 0.57159 -3.82857 -0.1 0.2 0.1
H -6.06317 1.87416 2.38129 0.0 0.3 0.0
H -2.55345 -7.51449 4.73133 0.0 0.0 0.0
H -8.27373 -7.16159 -0.79214 0.0 0.0 0.1
H 6.40344 3.63837 -0.04860 0.0 0.0 0.0
H -1.62510 4.50761 -1.16203 0.1 0.1 0.0
H -7.80009 4.98711 5.77571 0.0 0.0 0.0
H -2.61103 -1.54951 -2.78736 -0.3 0.0 -0.1
H -0.98644 -1.57157 2.78947 -0.1 0.0 0.0
H 4.32999 -0.46962 0.33892 0.0 -0.1 0.0
H -0.05706 3.65014 -2.78194 0.0 0.0 0.0
H -6.60716 -5.42491 -1.57106 0.0 0.0 0.0
H 0.56334 -1.26651 1.98471 0.0 0.0 0.0
H 4.36302 8.55168 0.99892 0.0 0.0 0.0
H 4.15267 8.38751 -2.04844 0.0 -0.1 0.0
H 0.05166 -6.74529 0.12713 0.0 0.0 0.0
H -7.00829 -7.79550 -1.85532 0.0 0.0 0.0
H 10.89854 2.26748 -0.66009 0.0 0.0 0.0
H -3.67810 3.46942 0.99598 0.0 0.0 0.1
H -0.22622 -7.93932 3.80318 0.0 0.0 0.0
H -1.95258 0.45281 1.61518 0.8 -0.2 -0.2
H -5.00160 2.48763 0.37654 0.0 0.1 0.0
H 2.65058 -0.93995 -1.49621 0.1 0.0 0.0
H -1.40031 -6.20870 5.05146 0.0 0.0 0.0
H -4.49266 -0.74821 -0.51935 -0.2 -0.5 0.4
H 11.60224 3.81991 -1.13941 0.0 0.0 0.0
H -0.63756 0.84819 2.72679 0.1 0.0 0.0
H 5.48178 9.17253 -1.17942 0.0 0.0 0.0
H 1.72310 -1.93228 -0.36315 0.0 0.0 0.0
H 2.71439 0.16170 0.65337 0.0 0.0 0.0
H -7.41673 4.15162 3.43115 0.0 0.0 0.0
H 5.07566 -3.13813 -6.43076 0.0 0.0 0.0
H 4.30749 -3.20223 -3.46547 0.0 0.0 -0.1
H -0.44482 -6.53770 2.74619 0.0 0.0 0.0
H 9.40975 4.43729 -2.22215 0.0 0.0 0.0
H -1.80263 -6.85433 -1.58671 0.0 0.1 0.0
H 7.19003 1.24439 0.27515 -0.1 0.0 0.0
H -0.56864 -5.16171 0.64316 0.0 0.0 0.0
H 5.44732 3.48818 1.43087 0.0 -0.1 0.0
H 7.70189 2.36649 1.53844 0.0 0.0 0.0
H -3.27209 -2.20582 -0.75865 -1.0 -0.6 0.8
H 3.42384 9.67014 0.00000 0.0 0.0 0.0
H 5.08199 -4.59431 -5.42464 0.0 0.0 0.0
H 5.90669 -2.76599 -4.07415 0.0 0.0 0.0
H -8.96245 3.67596 6.02626 0.0 0.0 0.0
H -4.65226 0.72514 -2.45319 0.1 0.1 -0.1
H 10.21313 3.04711 -2.96581 0.0 0.0 0.0
```
Positions in Å, forces in eV/Å.